Record 1
48
Properties=species:S:1:pos:R:3 method="wB97M-V/def2-TZVPD" total_charge=+3 e_tot_ev=-208757.87295 multiplicity=2 s_squared=0.7636 max_force_ev_per_a=2.2 e_above_lowest_kj_mol=0.0
C 2.0649 -0.7146 2.9372
H -0.4825 -5.2681 -1.5120
H -4.5835 -2.3376 1.4709
N -2.6431 0.1225 -0.9431
Cl -0.8451 5.1364 1.4916
C -2.8018 -1.5063 2.2717
H -3.9035 1.0843 0.4898
H 2.9748 -0.1277 2.9915
C 1.0694 1.2367 -1.9335
C -0.5990 2.5249 1.5949
Br 1.6086 -0.7960 1.0270
N 0.0005 0.4258 -1.7271
N -2.8181 -0.2421 -2.2415
H -0.2574 -3.4871 0.5277
N -0.9187 -2.0727 -0.9219
H -3.6681 -2.0460 4.1580
C -1.1428 -3.4530 -2.6084
C -3.7975 0.7002 -0.5125
C 1.2939 1.3622 -3.2849
H -3.4401 -3.5074 2.0584
C -3.5138 -2.5625 1.5119
Cl -1.3792 3.5240 3.8740
H 1.6066 1.6782 -1.1085
H 2.0583 1.9332 -3.7837
H -1.3812 -3.7703 -3.6121
Br 0.7098 0.1230 3.9935
H -4.0751 -0.4511 3.5548
Cl 1.3443 3.7213 2.8097
H -4.4017 -0.1136 -3.6146
O -1.8412 -0.8778 1.7772
H 2.2185 -1.7377 3.2599
H -2.4677 -0.7155 4.2219
C -0.6915 -4.2119 -1.5214
C -4.7097 0.7029 -1.5374
Re -0.8696 -0.2400 -0.0067
C -0.5661 -3.3099 -0.4906
H -5.7131 1.0938 -1.5242
C -3.2593 -1.1803 3.6403
N -0.4621 0.0403 -2.9420
N -1.2703 -2.1852 -2.2297
C -4.0449 0.0953 -2.6173
C 0.2950 0.5887 -3.8884
C -0.3877 3.7021 2.4162
H -1.9656 -1.1648 -4.1483
H 0.1080 0.4169 -4.9371
N -0.7524 1.5893 0.9500
B -1.6683 -0.9228 -3.0313
H -3.1201 -2.6863 0.5058

Record 2
13
Properties=species:S:1:pos:R:3 method="wB97M-V/def2-TZVPD" e_tot_ev=-9731.37411 max_force_ev_per_a=5.1 e_above_lowest_kj_mol=397.0
H -2.1364 -1.3913 0.5316
H -2.4632 1.1400 -0.6742
N -1.6156 -1.0195 -0.4064
N 0.7404 -1.7571 0.1876
C 1.1307 1.1327 -0.0336
C 2.1127 0.0953 -0.2493
H -2.1837 0.4359 1.0024
H 1.4589 2.1002 0.1922
C -1.7542 0.4359 -0.1299
N 1.8444 -1.1390 -0.1948
C -0.2441 -0.9057 -0.0849
H 3.1906 0.3416 -0.2166
C -0.0806 0.5312 0.0761

Record 3
14
Properties=species:S:1:pos:R:3 method="wB97M-V/def2-TZVPD" total_charge=-2 e_tot_ev=-33647.61723 max_force_ev_per_a=4.1 e_above_lowest_kj_mol=349.9
O -1.6669 0.7506 0.4045
N -1.1402 -1.5077 -0.9681
H -0.9729 0.3180 0.9882
O 0.7565 -0.0966 1.0366
H 3.6843 1.4728 0.0996
O -2.9993 -1.4385 0.8413
O -3.4422 -0.0969 -1.2267
C 1.7952 0.3856 0.2764
H 2.9815 1.3008 1.7711
H 1.6775 0.3604 -0.8978
C 2.8594 1.1194 0.7077
H -0.3321 -1.2663 -0.2972
Cl -0.7576 -0.7466 -2.5316
P -2.4432 -0.5551 -0.2040

Record 4
95
Properties=species:S:1:pos:R:3 method="wB97M-V/def2-TZVPD" total_charge=+1 e_tot_ev=-107136.98915 max_force_ev_per_a=4.4
H 0.0620 0.9254 3.7256
C -1.4291 0.7803 -1.6509
Zn 0.3823 -0.4601 0.5505
C 1.6974 2.4502 0.3952
C 1.8134 -1.7967 -1.9872
C 0.7486 1.7805 3.7639
H -3.9697 1.9221 -1.4092
C -2.2703 2.3140 -3.4932
H 3.0200 -4.2991 -1.9034
C 3.5152 0.0174 -2.4656
H -1.0490 -1.9783 -2.5519
C -0.4679 5.1908 0.5555
H -0.8543 5.3689 1.5640
C -0.2523 -5.0789 -1.2270
H 1.7360 -3.4675 2.1810
H -3.0386 2.4116 -4.2701
H -1.2902 2.3065 -3.9868
H 1.3758 4.3470 4.0809
H -3.1184 0.1200 -4.6096
H -1.9625 -2.2560 -0.1498
H 2.2273 -5.5326 -0.8964
C -2.5028 1.0126 -2.7393
C 3.6241 1.9688 -1.0797
N -0.9463 0.1635 -0.7731
C -0.9285 -3.0690 -2.5355
H -0.7199 4.4903 -2.0052
H 1.1349 -4.9030 1.3015
H -1.9030 -3.5092 -2.8012
C -1.1185 3.3745 3.4227
H -1.1919 -0.9731 4.1299
H 0.8642 3.9060 -1.4574
P 0.9810 -2.5499 -0.5157
C -0.5171 -3.5717 -1.1476
H 3.8397 -0.5899 -3.3093
H -2.8063 4.2433 -0.4523
H 3.3557 -1.8261 1.0534
H 1.0612 -1.6693 -2.7823
H -3.6528 -1.1175 3.9235
H 0.5194 -5.3243 -1.9669
H 2.2839 3.7400 2.6801
H -3.5511 -2.4716 2.7767
H -2.3513 3.1926 -2.8442
C -2.4469 -0.1072 -3.7703
C -0.2145 3.7214 -1.4024
O -1.5197 -0.8479 2.0792
H -0.9854 5.8994 -0.1102
O 2.1041 -1.2405 3.4325
H 2.1917 3.4210 0.5439
H -1.0080 3.6741 4.4757
H -2.4377 2.4993 -0.4060
H -0.2137 -3.3666 -3.3149
N 1.9741 0.2743 -0.6531
H -4.0504 0.1400 -1.4836
C 1.2956 4.0707 3.0187
C -1.6764 -3.3161 -0.1673
C 3.6253 -2.6424 0.3737
C 0.2629 2.9500 2.8996
C -1.6307 -1.5881 3.3310
H 2.8350 -4.8201 1.8200
H -1.8294 2.5353 3.3849
P 0.0838 2.3268 1.0711
H -1.1814 -5.5700 -1.5594
H 3.8827 -5.0273 -0.5408
C -2.2429 3.4617 0.0781
C -3.8744 1.0536 -2.0702
H -3.0668 -2.6943 4.4658
H -0.4040 2.7436 -1.8564
H -2.6288 3.4054 1.1055
C 2.4347 1.5493 -0.4164
H -4.6608 1.1429 -2.8314
C 2.8979 -4.6679 -0.8781
H -1.5551 4.2225 2.8854
H -0.9711 -2.4549 3.2170
C 1.6186 -1.0472 2.4067
H 1.0223 4.9778 2.4746
H -1.4353 -0.1907 -4.1898
H 0.5996 5.4441 0.5116
C -3.0627 -1.9901 3.6303
H -2.7561 -1.0659 -3.3401
C -0.7456 3.7793 0.0316
H -2.2949 -0.2658 1.9995
H 1.7537 1.4465 3.4905
H 5.0372 1.5465 -2.6428
H 4.4251 -3.2311 0.8482
C 2.4356 -3.5848 0.1104
H -2.5543 -3.8975 -0.4892
H 0.0090 -5.5191 -0.2559
H 4.0397 2.9293 -0.7744
H 4.0259 -2.2213 -0.5571
C 4.1479 1.2131 -2.1103
H -1.4251 -3.6245 0.8573
C 1.9921 -4.2281 1.4330
H 0.7899 2.1235 4.8110
C 2.4640 -0.4425 -1.6741
H 2.5732 -2.4825 -2.3865

Record 5
100
Properties=species:S:1:pos:R:3 method="wB97M-V/def2-TZVPD" e_tot_ev=-179151.84792 smiles="O=C(CC[Si@@](Br)(I)P(O)Cl)Nc1ccccc1.O=C1c2ccccc2C(=O)c2ccccc21.O=C1c2ccccc2C(=O)c2ccccc21.O=C1c2ccccc2C(=O)c2ccccc21" max_force_ev_per_a=7.7
C -2.2483 -4.5920 7.3795
C -1.1283 -3.6764 7.6783
H 4.8440 -0.3487 -6.0739
H -1.6015 3.3993 -3.5481
C 5.3441 -3.9960 -1.4191
C 1.7576 4.3406 -8.9690
C -5.0945 -4.8322 4.9161
C -3.0297 -3.0663 5.5709
H 3.0315 3.0370 -10.1203
C -4.4802 5.3738 3.0059
H -1.0668 -0.7879 -2.7363
H -2.5717 5.4104 1.5769
C -4.2062 -5.1462 5.9469
H -0.3610 -4.8999 9.2916
H -2.0621 1.4100 -2.1465
H 3.1189 -1.9561 -6.8549
C -1.4155 1.3210 -3.0167
H 6.0130 -0.7275 -3.9236
H -4.0621 6.2570 3.6910
H 2.6999 1.0912 -8.6248
C -4.1229 3.9811 3.8071
N -2.8830 3.8096 4.7082
C 6.0688 -4.2696 -0.2516
H 6.3292 -5.6097 1.4177
C -0.2254 -3.9958 8.7007
C 0.8581 -3.1560 8.9624
C 4.3233 -4.8565 -1.8201
H -0.7589 5.6883 3.9524
C -1.7370 3.4334 3.7598
C 0.1356 -1.6701 7.1986
C -0.4523 1.5647 2.0828
H 0.4248 -0.9888 -4.7028
H -3.9275 6.6679 1.2123
C -0.0144 -0.0238 -4.4552
C 3.2936 -3.2239 -5.1205
C 4.7271 -6.2455 0.1231
C 4.0073 -5.9784 -1.0424
H 1.3700 5.1372 2.1378
O -1.8012 -1.0873 5.2701
C -1.9219 -2.1419 5.8829
C -3.1743 -4.2585 6.2788
H -5.8918 -5.5253 4.6566
C 0.6434 2.7691 1.7191
C 3.6226 -2.1168 -5.9043
C 4.9356 -2.5517 -3.4758
C 0.7591 3.3659 -6.9876
C 5.6661 -2.7950 -2.2152
C -1.6789 1.9152 3.1438
C 5.7618 -5.3963 0.5143
H -2.4642 1.0518 3.3929
I -6.9432 4.2257 0.1908
O -4.9404 2.9226 3.7452
C 1.3783 2.1504 -7.2750
H 4.4830 -7.1192 0.7234
C 3.5799 -4.6023 -3.0699
Br -3.5477 2.2738 0.1467
C 4.5940 -1.2165 -5.4674
C -0.3271 2.3272 -4.9321
H 6.8761 -3.6099 0.0626
H 1.5353 2.6108 0.9416
C -0.6452 4.6330 3.4464
C -3.7402 5.5387 1.5515
C -0.9562 -2.5072 6.9384
C 0.2543 1.0995 -5.2466
O -0.5979 4.5872 -5.5107
C -0.0904 3.5075 -5.7882
H 0.4553 5.4119 -7.6300
C -1.1549 2.4410 -3.8076
C 1.1573 0.9761 -6.4081
H 1.5609 -3.4077 9.7537
H -5.6449 5.4753 2.9183
H -3.3629 7.5041 -1.1172
H 0.2842 -0.7627 6.6156
H 1.8964 5.1916 -9.6322
Si -4.4456 4.4255 0.1460
C -3.9308 -2.7465 4.5466
P -3.7273 5.3254 -1.7753
C 1.0440 -1.9992 8.2060
H -5.6574 -3.3820 3.4236
H 1.8955 -1.3513 8.4015
C -0.8536 0.0877 -3.3454
C 2.3927 3.1300 -9.2447
H 3.2040 -6.6486 -1.3442
Cl -4.7329 4.4438 -3.4252
C 3.9470 -3.4384 -3.9008
H -4.3191 -6.0854 6.4862
H 2.5305 -3.9197 -5.4654
O -4.1185 7.0429 -1.6249
H -0.3666 0.4909 1.5689
O 6.5322 -2.0146 -1.8394
C 2.2048 2.0346 -8.4005
O -2.4023 -5.6175 8.0313
C 5.2519 -1.4315 -4.2555
C 0.5781 4.2883 2.3923
O 2.6734 -5.3507 -3.4170
O 1.7114 -0.0896 -6.6523
C 0.9450 4.4622 -7.8398
C -4.9612 -3.6301 4.2218
H -3.0231 3.0312 5.3903
H -3.8300 -1.8121 3.9969

Record 6
8
Properties=species:S:1:pos:R:3 method="wB97M-V/def2-TZVPD" e_tot_ev=-18976.22281 max_force_ev_per_a=8.9 e_above_lowest_kj_mol=492.6
H -0.1530 -1.3811 0.0303
C 0.4854 0.6630 -0.2591
S 2.9927 -0.0121 -0.3133
O 1.6365 -1.3340 -0.2471
H -0.2892 1.2293 -0.0112
N 1.7982 1.1703 -0.3512
O 3.7603 0.0378 0.8922
N 0.4600 -0.6615 -0.3313

Record 7
10
Properties=species:S:1:pos:R:3 method="wB97M-V/def2-TZVPD" e_tot_ev=-23030.40236 max_force_ev_per_a=5.8 e_above_lowest_kj_mol=247.8
S -2.0457 -0.7258 -0.3127
C 0.7675 0.1680 0.6900
H 1.6802 0.6459 -0.8819
H -2.0256 -0.6875 -1.5710
N -0.5516 -1.1848 -0.0547
H -0.4516 -1.5740 0.8848
H 1.5204 -0.6369 0.6109
N 1.1476 1.1595 -0.2049
H 0.3352 0.3879 1.6215
I -0.3764 2.4476 -0.7821

Record 8
15
Properties=species:S:1:pos:R:3 method="wB97M-V/def2-TZVPD" total_charge=+1 e_tot_ev=-7262.10111 max_force_ev_per_a=5.3 e_above_lowest_kj_mol=582.8
N 2.3290 0.7395 -0.1013
H -0.4249 0.0300 1.4284
C -0.5330 0.1424 0.4145
H -2.1638 1.6198 0.4370
H 1.8624 -1.0309 0.9487
H -2.3342 -0.9220 0.7292
H 2.2316 1.2451 0.8033
C -1.6542 0.8871 -0.1228
N -1.7913 -0.5732 -0.0322
H 2.6091 -1.1252 -0.7625
C 1.9665 -0.6284 0.0254
H -1.5362 -1.2050 -0.7756
C 0.5671 -0.3235 -0.4830
H -1.6941 1.3598 -1.0310
H 0.5660 -0.2153 -1.4781

Record 9
101
Properties=species:S:1:pos:R:3 method="wB97M-V/def2-TZVPD" e_tot_ev=-172188.39188 multiplicity=2 s_squared=0.7913 max_force_ev_per_a=1.7 e_above_lowest_kj_mol=78.9
C 4.5348 1.8864 -0.3816
C 1.0133 -5.5190 -2.4427
C -1.1392 0.7897 -1.2178
C 4.6967 -3.1812 1.3575
H -1.1462 5.4563 0.8829
C -3.9527 -2.8038 3.1847
H 4.8384 3.5854 -1.6392
C -3.3953 2.2984 3.1388
C 2.3380 2.3579 -4.6199
N 2.7473 -2.3841 0.3213
H 2.3869 -4.6042 -1.0398
C -2.9604 0.9846 -3.3372
C 0.3190 2.4021 0.6436
H -0.4365 -6.0855 -3.9057
H 5.2442 2.1765 0.3800
H -6.3574 -1.0821 4.8261
C 2.7259 1.0033 -2.2456
C 4.0589 -2.5781 0.2885
H -1.8290 2.7132 -3.9306
C 1.7236 3.9603 1.8605
H 0.1232 -0.7673 3.0028
H -3.6753 1.0702 -4.1461
H -4.6894 3.6806 2.1383
C -0.6283 3.4176 0.4969
H -3.8927 1.4315 2.7203
C 3.9094 -3.6008 2.4274
C -0.4841 -1.2361 -4.5349
H -2.2235 -0.9970 -0.6992
C -1.7157 3.2645 4.5477
H 2.2178 1.9081 1.5059
C -1.2457 -2.2527 -5.1462
C 0.0949 -5.2724 -3.4265
H 2.6407 4.1610 2.4005
C -2.3186 2.1315 4.0071
H -1.6863 -4.3409 -5.3173
H 2.1813 2.8636 -5.5644
C 0.4428 -1.5552 -3.5639
C -2.1662 4.5364 4.2217
C 1.6711 -4.4370 -1.8342
Fe 1.9664 -1.5305 -1.2719
H -3.7994 -3.7114 2.6145
C -2.1487 -0.1597 -1.3809
H 1.8754 -3.8475 3.1624
C 3.3910 2.2191 -2.4727
O 5.8299 -2.2226 -1.2680
P 0.0463 0.6443 0.1703
H -0.2174 2.5255 -2.0970
O 3.7006 -1.9817 -1.9439
C -5.3837 -1.3275 4.4206
C -3.0529 -0.7708 4.1184
C 1.4864 2.6917 1.3452
As -1.5462 0.4032 4.5145
H -1.6282 -0.7083 1.3270
H -1.9087 -2.2325 3.0115
H 0.9617 5.9529 2.0826
O -0.3440 -3.1741 1.6985
H -1.6842 5.4054 4.6519
H 1.2384 -6.5228 -2.1130
C -3.2373 4.6898 3.3554
H -1.8837 1.0256 1.5335
C 0.7842 4.9622 1.6835
H 5.7668 -3.3282 1.3188
H -0.8826 3.1540 5.2337
H -0.6734 -0.2072 -4.7975
H -4.4631 0.4315 5.2143
H 1.0880 0.7199 -5.2106
C -0.1627 -3.9451 -3.8326
C 1.6861 1.1301 -4.4125
H 0.2886 0.9839 3.0095
C -3.0539 -0.0581 -2.4280
H -1.5662 3.2127 -0.0046
H -6.0456 -3.1537 3.5072
N 2.9397 0.2750 -1.1122
C 0.5668 -2.9324 -3.1944
C -4.3116 -0.4754 4.6390
C 1.8336 0.4428 -3.2187
N 1.4540 -3.1978 -2.1985
C -5.2076 -2.4914 3.6846
C -1.9298 1.9066 -3.2145
O 0.2973 -2.1491 -0.1984
C -2.8775 -1.9526 3.4058
N 1.2724 -0.7392 -2.8388
H 3.9748 0.0651 0.6400
C 1.9650 -2.8516 1.2796
C -1.0233 1.8040 -2.1692
C 2.5257 -3.4696 2.3862
C 4.6354 -2.2195 -1.0702
H 4.3761 -4.0698 3.2840
C -1.1303 0.2344 1.5479
C 0.4918 -2.7193 0.9324
C -3.8512 3.5682 2.8149
C -1.0965 -3.5752 -4.8311
H 3.6487 3.8685 -3.8468
C 4.3091 2.6524 -1.4896
C 3.1593 2.9185 -3.6796
C -0.3967 4.6847 1.0051
H -3.5984 5.6799 3.1064
H -1.9746 -1.9623 -5.8926
C -0.4309 0.1679 2.8933
C 3.8179 0.6880 -0.2326
H -3.8330 -0.8030 -2.5319

Record 10
20
Properties=species:S:1:pos:R:3 method="wB97M-V/def2-TZVPD" e_tot_ev=-10404.79370 max_force_ev_per_a=1.6 e_above_lowest_kj_mol=350.3
H -0.9068 -2.2700 -0.5172
N -0.1553 -1.7085 -0.9079
H -1.0564 -0.4057 1.6453
H -2.2321 0.7324 -1.5213
H 0.7613 -1.6019 0.9831
N -1.2323 0.8284 -1.4237
H 0.9133 1.0967 1.9504
H 1.4559 2.3119 0.7980
H -1.6184 1.2376 1.4183
C -0.6241 0.4457 -0.2732
H -0.6516 1.0342 -2.2224
H -2.4871 -0.1196 0.6435
H 1.2951 0.7222 -1.0909
C 1.4266 1.2390 0.9979
H 0.0997 -1.8472 -1.8808
C 0.8167 0.4558 -0.1466
O 2.1650 -1.9186 -0.4451
C 1.0833 -1.4058 -0.0721
C -1.5079 0.2694 0.9225
H 2.4552 0.9039 1.1421

Record 11
14
Properties=species:S:1:pos:R:3 method="wB97M-V/def2-TZVPD" e_tot_ev=-8727.47981 max_force_ev_per_a=3.6 e_above_lowest_kj_mol=405.2
N -2.0008 0.8505 -0.6287
H 0.8789 1.4359 -1.7624
H 0.2617 1.6145 1.1085
N -1.5234 -1.8992 -0.4833
H 0.3976 -1.7336 1.8252
C 0.6285 -1.5589 0.7679
C 1.0150 1.7246 -0.7259
C -0.6447 -1.2123 0.0140
H 1.0555 -2.4795 0.3653
H 1.3960 -0.7773 0.7205
H 1.8836 2.2845 -0.3996
H -2.5344 -0.0274 -0.7959
C -0.9311 0.4128 -0.1376
N 0.1176 1.3654 0.1322

Record 12
8
Properties=species:S:1:pos:R:3 method="wB97M-V/def2-TZVPD" e_tot_ev=-37462.81225 max_force_ev_per_a=2.8 e_above_lowest_kj_mol=601.7
Cl 2.4768 -1.1435 0.1668
H -1.4403 0.9474 0.1823
H -2.0914 -0.3922 -1.3816
H -0.1810 -0.0196 1.6151
O 0.1013 -0.4866 -0.7071
P -1.4472 -0.3789 -0.0104
C 1.0573 -0.1006 0.1013
Cl 1.5244 1.5740 0.0337